Computed, not measured: 2 unconnected molecules or ions with the total composition C2H6N2P at a distorted geometry, with wB97M-V/def2-TZVPD.

Geometry as XYZ:
```
11
Properties=species:S:1:pos:R:3:forces:R:3
C 2.92427 -1.12506 -2.18799 -0.393 0.362 -1.389
C 1.86671 -0.57110 -1.97285 -0.263 -0.170 0.783
N -0.05134 0.13623 -0.25701 0.675 1.344 -0.138
N -1.86721 0.57251 2.11195 -1.052 0.812 -3.550
P 0.36882 0.28893 -1.81033 0.143 -0.151 0.069
H 3.72911 -1.49547 -2.81085 0.086 -0.124 0.832
H -2.51028 1.12236 1.42948 1.287 -0.049 2.384
H 0.60020 -0.27542 0.43564 -0.939 0.350 -0.187
H -0.72579 0.88351 0.08520 0.819 -1.686 0.156
H -2.32584 -0.28897 1.89553 0.138 -1.344 0.519
H -2.00865 0.75248 3.08123 -0.501 0.656 0.521
```
Positions in Å, forces in eV/Å.

Its spin multiplicity is 1. The value obtained for the molar mass is 89.06 g mol⁻¹. As for the charge: +1. The energy comes out at -530.3133 a.u. Its maximum force is 3.8 eV/A.